Entry from OMol25: a structure of composition C35H80NO15Zn2 in a non-equilibrium geometry (wB97M-V/def2-TZVPD).

Atoms and positions in Å:
Zn: -1.72 1.56 3.00
Zn: 1.57 -3.65 -6.85
C: 2.47 1.69 7.11
C: 1.80 2.33 8.34
C: 2.90 3.01 9.22
C: 2.42 4.02 10.31
C: 1.49 5.03 9.62
C: 0.28 4.34 8.81
N: 0.83 3.41 7.82
O: -0.20 2.93 6.87
C: -0.41 5.59 8.14
C: -0.74 3.66 9.76
C: 1.08 1.18 9.10
H: 2.60 2.44 6.33
H: 1.77 1.05 6.57
H: 3.36 1.09 7.27
H: 3.75 3.44 8.70
H: 3.27 2.23 9.89
H: 3.27 4.53 10.76
H: 1.95 3.47 11.13
H: 2.03 5.62 8.88
H: 1.18 5.72 10.40
H: 0.29 6.09 7.47
H: -0.63 6.32 8.91
H: -1.27 5.21 7.58
H: -0.39 2.99 10.55
H: -1.42 2.93 9.33
H: -1.43 4.31 10.30
H: 0.06 0.91 8.84
H: 1.03 1.35 10.18
H: 1.71 0.31 8.88
C: 1.13 -1.85 -1.24
C: 0.22 -1.12 -0.54
C: -0.90 -0.38 -1.30
O: -1.83 0.25 -0.67
C: -1.05 -0.44 -2.68
C: 0.01 -1.16 -3.41
C: 1.01 -2.06 -2.65
O: 1.64 -2.88 -3.36
O: 0.06 -1.27 -4.62
O: 0.49 -0.76 0.66
H: 2.09 -2.16 -0.85
H: -1.72 0.25 -3.18
C: 5.36 2.99 -1.33
C: 4.77 2.41 -0.09
O: 5.44 1.16 0.15
H: 4.92 2.46 -2.18
H: 6.44 3.04 -1.25
H: 4.95 3.95 -1.66
H: 3.70 2.23 -0.11
H: 4.90 3.17 0.68
H: 4.77 0.72 0.66
C: 0.58 -4.97 -12.05
C: 1.28 -3.65 -11.52
O: 0.72 -3.31 -10.26
H: -0.44 -4.75 -12.36
H: 0.59 -5.87 -11.42
H: 1.09 -5.43 -12.90
H: 1.21 -2.87 -12.27
H: 2.36 -3.81 -11.53
H: -0.12 -2.92 -10.50
C: -7.38 3.10 2.60
C: -6.07 3.84 2.43
O: -5.09 3.16 3.13
H: -7.13 2.21 2.01
H: -8.33 3.47 2.24
H: -7.56 2.64 3.57
H: -6.09 4.88 2.77
H: -5.86 3.75 1.36
H: -5.29 3.41 4.03
C: -5.47 -5.87 -0.69
C: -4.25 -5.24 -1.35
O: -4.75 -4.41 -2.42
H: -5.90 -6.58 -1.41
H: -6.25 -5.14 -0.45
H: -5.21 -6.53 0.13
H: -3.55 -6.03 -1.62
H: -3.64 -4.58 -0.73
H: -4.02 -4.09 -2.94
C: 2.21 -8.57 -1.08
C: 3.61 -7.94 -0.86
O: 4.47 -8.34 -1.83
H: 1.54 -8.06 -0.39
H: 2.05 -9.64 -0.97
H: 1.95 -8.25 -2.09
H: 3.76 -8.25 0.17
H: 3.69 -6.85 -0.92
H: 4.42 -7.68 -2.52
C: 6.15 -0.63 -5.20
C: 5.97 -1.68 -6.30
O: 4.64 -1.60 -6.73
H: 5.34 -0.79 -4.48
H: 6.07 0.36 -5.64
H: 7.08 -0.66 -4.64
H: 6.20 -2.68 -5.95
H: 6.85 -1.53 -6.93
H: 4.68 -0.94 -7.41
C: 1.47 -5.41 4.48
C: 0.03 -5.80 4.14
O: -0.77 -5.21 5.06
H: 2.11 -5.36 3.60
H: 1.80 -6.14 5.22
H: 1.48 -4.41 4.90
H: -0.10 -6.89 4.13
H: -0.34 -5.48 3.17
H: -0.35 -5.33 5.91
C: 0.15 4.61 -7.06
C: -0.54 5.91 -6.67
O: 0.18 7.01 -7.20
H: -0.10 3.82 -6.34
H: 1.19 4.91 -6.92
H: -0.18 4.33 -8.06
H: -0.57 5.97 -5.58
H: -1.59 5.96 -6.94
H: 0.96 7.17 -6.67
C: 0.67 5.47 -0.46
C: -0.52 5.31 0.52
O: -0.09 4.38 1.45
H: 0.41 6.15 -1.27
H: 0.96 4.58 -1.02
H: 1.59 5.84 -0.02
H: -1.47 4.97 0.09
H: -0.86 6.27 0.89
H: 0.55 4.84 2.00
C: -7.49 -1.07 -6.21
C: -8.49 -1.13 -5.03
O: -8.55 -2.50 -4.76
H: -6.47 -1.15 -5.84
H: -7.58 -0.21 -6.87
H: -7.68 -1.84 -6.96
H: -9.39 -0.60 -5.35
H: -8.13 -0.65 -4.12
H: -7.65 -2.68 -4.48

Net charge: +1
E, eV: -166604.5081
M, g/mol: 885.8
ΔE to the lowest compared entry with this formula, charge and spin, eV: 17.626
HOMO-LUMO gap, eV: 1.720
E_LUMO, eV: -7.35

Entry from OMol25: a structure of composition C35H81N3NbO3 in a non-equilibrium geometry (wB97M-V/def2-TZVPD).

Atoms and positions in Å:
C: 8.01 1.97 4.00
C: 6.75 0.97 3.88
C: 6.66 0.53 2.33
C: 5.51 -0.60 2.23
C: 4.84 -0.50 0.77
C: 3.85 0.76 0.75
C: 2.43 0.49 0.11
C: 1.63 -0.75 0.70
C: 1.71 -0.89 2.29
C: 1.24 0.41 3.09
Nb: -1.00 0.74 3.27
C: -1.28 1.17 1.04
N: -2.01 2.48 0.76
C: -1.38 3.18 -0.39
C: -3.30 1.04 3.47
O: -3.98 0.63 2.22
C: -5.09 -0.25 2.50
C: -6.24 0.08 1.41
C: -5.97 -0.66 0.01
C: -1.49 -1.49 3.01
O: -0.92 -2.36 4.05
C: -1.62 -2.28 5.25
C: -0.74 -2.14 6.57
O: -2.85 -2.33 5.39
C: -0.81 2.94 3.80
C: -1.56 3.24 5.22
C: 0.68 3.48 3.98
C: 1.28 4.03 2.58
H: 7.88 2.64 4.90
H: 8.03 2.57 3.03
H: 8.93 1.32 4.06
H: 6.87 0.06 4.55
H: 5.81 1.51 4.23
H: 7.64 0.10 1.97
H: 6.35 1.46 1.76
H: 4.78 -0.36 3.06
H: 5.92 -1.64 2.44
H: 5.69 -0.34 0.02
H: 4.35 -1.48 0.52
H: 3.78 1.13 1.83
H: 4.40 1.60 0.20
H: 1.85 1.48 0.16
H: 2.61 0.33 -1.02
H: 0.57 -0.74 0.30
H: 2.11 -1.69 0.26
H: 1.24 -1.86 2.64
H: 2.83 -1.01 2.52
H: 1.66 0.32 4.16
H: 1.81 1.30 2.64
H: -0.83 0.38 5.07
H: -1.85 0.29 0.58
H: -0.29 1.25 0.48
H: -2.96 2.24 0.46
H: -1.76 4.25 -0.42
H: -0.25 3.26 -0.30
H: -1.62 2.64 -1.36
H: -3.57 2.14 3.61
H: -3.64 0.42 4.37
H: -4.75 -1.32 2.30
H: -5.56 -0.10 3.52
H: -6.29 1.21 1.24
H: -7.25 -0.29 1.78
H: -5.30 -0.06 -0.68
H: -6.95 -0.83 -0.54
H: -5.48 -1.68 0.16
H: -1.09 -1.88 2.01
H: -2.62 -1.67 2.98
H: -1.21 -2.69 7.45
H: 0.31 -2.55 6.45
H: -0.68 -1.05 6.90
H: -1.32 3.65 3.06
H: -2.11 2.34 5.63
H: -0.75 3.48 6.00
H: -2.20 4.17 5.13
H: 0.61 4.42 4.64
H: 1.39 2.78 4.52
H: 2.23 3.49 2.29
H: 1.55 5.13 2.69
H: 0.49 3.96 1.75
C: 2.52 -3.92 -6.34
C: 3.01 -4.02 -4.90
N: 2.86 -2.78 -4.15
C: 3.59 -2.78 -2.88
C: 3.16 -3.78 -1.81
C: 1.52 -2.21 -4.09
C: 0.40 -3.08 -3.52
H: 3.00 -3.09 -6.86
H: 2.76 -4.84 -6.88
H: 1.44 -3.78 -6.39
H: 4.07 -4.29 -4.93
H: 2.49 -4.85 -4.41
H: 3.57 -1.77 -2.45
H: 4.65 -2.96 -3.10
H: 2.22 -3.48 -1.34
H: 3.91 -3.82 -1.02
H: 3.05 -4.79 -2.21
H: 1.23 -1.91 -5.11
H: 1.55 -1.27 -3.54
H: 0.41 -4.09 -3.93
H: -0.57 -2.64 -3.78
H: 0.44 -3.14 -2.44
C: -3.77 0.09 -7.61
C: -3.28 0.00 -6.17
N: -3.42 1.25 -5.43
C: -2.69 1.26 -4.17
C: -3.12 0.27 -3.09
C: -4.77 1.82 -5.38
C: -5.88 0.95 -4.80
H: -3.29 0.91 -8.14
H: -3.53 -0.84 -8.14
H: -4.86 0.22 -7.67
H: -2.22 -0.27 -6.21
H: -3.80 -0.83 -5.67
H: -2.71 2.27 -3.75
H: -1.63 1.07 -4.40
H: -4.06 0.57 -2.62
H: -2.37 0.23 -2.30
H: -3.23 -0.74 -3.48
H: -5.05 2.10 -6.40
H: -4.73 2.77 -4.84
H: -5.87 -0.07 -5.19
H: -6.85 1.39 -5.06
H: -5.84 0.91 -3.71

Net charge: -1
E, eV: -49762.1670
M, g/mol: 685.0
ΔE to the lowest compared entry with this formula, charge and spin, eV: 4.723
HOMO-LUMO gap, eV: 6.678
E_LUMO, eV: 2.26

Entry from OMol25: a cluster of 7 separate species, C35H81N3O7 in total in a non-equilibrium geometry (wB97M-V/def2-TZVPD).

Atoms and positions in Å:
C: -6.83 9.21 -3.84
C: -5.91 8.01 -3.79
C: -5.13 8.12 -5.08
C: -4.87 8.13 -2.60
C: -5.48 7.95 -1.25
C: -6.19 6.54 -1.15
C: -7.20 6.25 -2.29
C: -7.31 4.70 -2.30
C: -8.50 7.07 -1.93
N: -6.56 6.67 -3.58
O: -7.25 6.27 -4.75
H: -7.77 8.87 -4.28
H: -7.25 9.71 -2.96
H: -6.44 9.97 -4.51
H: -4.56 7.22 -5.36
H: -5.67 8.33 -6.00
H: -4.38 8.92 -5.06
H: -4.06 7.42 -2.73
H: -4.38 9.11 -2.56
H: -4.83 8.08 -0.39
H: -6.30 8.62 -0.98
H: -6.60 6.54 -0.15
H: -5.46 5.73 -1.19
H: -7.88 4.52 -3.21
H: -7.71 4.23 -1.41
H: -6.29 4.33 -2.39
H: -8.94 6.87 -0.96
H: -9.28 7.09 -2.69
H: -8.18 8.10 -1.82
H: -6.64 5.60 -5.05
C: 4.61 -9.17 6.20
C: 5.18 -7.75 6.27
C: 5.86 -7.58 7.57
C: 6.34 -7.55 5.19
C: 6.69 -6.06 4.84
C: 5.42 -5.23 4.53
C: 4.38 -5.23 5.67
C: 4.80 -4.22 6.86
C: 3.09 -4.55 5.11
N: 4.11 -6.68 6.12
O: 3.06 -6.82 7.04
H: 3.71 -9.25 6.82
H: 4.47 -9.60 5.21
H: 5.21 -9.94 6.68
H: 5.25 -7.57 8.47
H: 6.74 -8.23 7.64
H: 6.31 -6.59 7.61
H: 7.28 -8.05 5.42
H: 6.08 -8.06 4.27
H: 7.13 -5.55 5.70
H: 7.35 -5.95 3.97
H: 4.73 -5.67 3.81
H: 5.78 -4.24 4.26
H: 5.30 -3.35 6.43
H: 5.62 -4.67 7.43
H: 4.06 -3.78 7.52
H: 2.55 -5.20 4.43
H: 3.32 -3.62 4.60
H: 2.47 -4.38 6.00
H: 2.38 -7.30 6.56
C: 1.42 1.62 0.27
C: 0.93 0.93 -1.06
C: -0.52 1.37 -1.35
C: 1.81 1.46 -2.26
C: 1.55 0.63 -3.48
C: 1.88 -0.87 -3.20
C: 1.23 -1.52 -1.93
C: -0.16 -2.10 -2.34
C: 2.12 -2.76 -1.61
N: 1.07 -0.51 -0.87
O: 0.52 -0.92 0.35
H: 1.26 2.70 0.24
H: 0.84 1.23 1.10
H: 2.43 1.31 0.53
H: -0.76 0.60 -2.08
H: -1.13 1.07 -0.49
H: -0.72 2.32 -1.85
H: 1.72 2.52 -2.51
H: 2.83 1.20 -2.00
H: 0.57 0.71 -3.95
H: 2.29 1.05 -4.16
H: 2.90 -1.23 -3.30
H: 1.47 -1.35 -4.08
H: -0.03 -2.87 -3.10
H: -0.65 -1.38 -3.00
H: -0.85 -2.52 -1.61
H: 3.00 -2.37 -1.09
H: 2.53 -3.40 -2.38
H: 1.59 -3.37 -0.88
H: 1.31 -1.43 0.54
C: -2.77 3.32 5.84
C: -3.86 3.60 4.81
O: -4.25 4.98 4.97
H: -1.93 4.00 5.68
H: -2.48 2.27 5.88
H: -3.23 3.63 6.78
H: -4.73 2.97 4.96
H: -3.40 3.25 3.88
H: -5.16 5.00 5.27
C: 2.31 8.25 1.72
C: 1.59 9.54 1.47
O: 2.31 10.56 2.12
H: 3.37 8.46 1.89
H: 2.36 7.50 0.93
H: 2.09 7.94 2.74
H: 0.56 9.44 1.79
H: 1.47 9.60 0.39
H: 1.76 11.34 2.05
C: -0.95 -8.61 -2.92
C: -0.22 -9.49 -4.05
O: -1.25 -9.88 -4.82
H: -1.53 -9.29 -2.28
H: -1.47 -7.69 -3.16
H: -0.16 -8.34 -2.21
H: 0.19 -10.39 -3.58
H: 0.52 -8.92 -4.60
H: -1.02 -10.62 -5.38
C: 3.67 -4.67 -7.96
C: 3.55 -6.08 -7.51
O: 3.46 -6.92 -8.68
H: 4.00 -4.41 -8.97
H: 4.28 -4.05 -7.30
H: 2.69 -4.18 -7.92
H: 2.70 -6.28 -6.86
H: 4.43 -6.47 -7.02
H: 3.27 -7.82 -8.39

Net charge: 0
E, eV: -56401.3429
M, g/mol: 656.0
ΔE to the lowest compared entry with this formula, charge and spin, eV: 5.143
SMILES string: CC1(C)CCCC(C)(C)N1O.CC1(C)CCCC(C)(C)N1O.CC1(C)CCCC(C)(C)N1O.CCO.CCO.CCO.CCO
HOMO-LUMO gap, eV: 8.240
E_LUMO, eV: 0.28